[1]
76
Properties=species:S:1:pos:R:3:mulliken_charge:R:1 method="wB97M-V/def2-TZVPD" spin_multiplicity=5 de_lowest_kcal_mol=11.3 s_squared=6.059 energy_ha=-2390.38221 charge=+1 homo_lumo_gap_ev="6.531 / 4.226"
Pd -0.2499 0.6507 -0.4322 0.35
O 1.0492 1.0040 1.3541 -0.14
N 1.1819 0.0958 2.1627 -0.59
N 0.4517 -1.0307 1.8800 1.37
O -0.2843 -1.1575 0.8683 0.10
C 0.5723 -2.1159 2.7977 0.43
C 0.3358 -3.3967 2.3083 -0.20
C 0.4344 -4.4630 3.1810 -0.86
C 0.7640 -4.2448 4.5138 -0.45
C 0.9987 -2.9565 4.9825 -0.80
C 0.9034 -1.8740 4.1286 -0.34
H 0.0834 -3.5494 1.2687 0.20
H 0.2532 -5.4642 2.8151 0.48
H 0.8364 -5.0831 5.1933 0.41
H 1.2497 -2.7940 6.0214 0.41
H 1.0758 -0.8675 4.4797 0.50
C 2.3299 -1.4301 -1.0788 0.05
N 1.7230 -0.1335 -1.3945 0.76
C 2.3387 0.7368 -2.1019 0.00
C 1.7011 2.0039 -2.3256 -0.23
C 2.1677 3.1412 -3.0589 -0.98
C 1.2079 4.0895 -2.9170 -0.97
C 0.1669 3.4962 -2.0849 -0.16
N 0.4728 2.2638 -1.7531 0.37
C 3.6825 -1.6884 -1.6770 -1.29
C 4.8343 -1.2948 -1.0024 0.06
C 6.0833 -1.4925 -1.5721 -0.75
C 6.1882 -2.0861 -2.8225 -0.41
C 5.0442 -2.4844 -3.4999 -0.73
C 3.7961 -2.2848 -2.9281 0.11
H 1.6018 -2.1870 -1.3838 0.28
H 2.3837 -1.4812 0.0134 0.22
H 3.3257 0.5570 -2.5241 0.41
H 3.0963 3.2052 -3.6020 0.53
H 1.1922 5.0885 -3.3210 0.46
H -0.7431 3.9593 -1.7343 0.66
H 4.7527 -0.8368 -0.0223 0.42
H 6.9744 -1.1906 -1.0382 0.41
H 7.1621 -2.2460 -3.2653 0.40
H 5.1250 -2.9574 -4.4694 0.41
H 2.9032 -2.6055 -3.4532 0.41
N -0.5454 -2.5107 -2.8753 -0.31
C -1.2592 -1.9306 -1.8788 0.77
O -1.3684 -0.6699 -1.8690 -0.97
C -1.8329 -2.7608 -0.8891 0.14
C -2.6989 -2.1915 0.0638 0.36
N -3.4030 -1.7119 0.8422 -0.63
C -1.4931 -4.1289 -0.8189 -0.23
N -1.1315 -5.2253 -0.8142 -0.60
H -0.5265 -3.5105 -2.9897 0.20
H -0.2141 -1.9248 -3.6210 0.28
C -4.6222 2.4125 -1.7428 -1.28
C -3.9978 1.1719 -1.1482 0.00
O -3.5834 1.4221 0.2220 -0.30
P -2.0960 1.8047 0.5845 1.14
O -1.8966 3.3511 0.2742 -0.07
C -2.7085 4.3725 0.9243 -0.27
C -2.4720 5.6748 0.2032 -1.28
O -2.1565 1.7976 2.1702 -0.41
C -2.4928 0.5825 2.9025 0.62
C -1.9527 0.7297 4.3022 -1.48
H -4.9886 2.1915 -2.7456 0.45
H -3.8962 3.2243 -1.8171 0.16
H -5.4638 2.7504 -1.1383 0.32
H -3.1404 0.8246 -1.7269 0.01
H -4.7082 0.3515 -1.0815 0.39
H -2.4053 4.4240 1.9684 0.29
H -3.7543 4.0663 0.8769 0.39
H -1.4203 5.9574 0.2535 0.32
H -3.0608 6.4655 0.6677 0.42
H -2.7729 5.6016 -0.8428 0.27
H -2.0739 -0.2776 2.3820 -0.39
H -3.5755 0.4787 2.8854 0.34
H -0.8713 0.8772 4.2894 0.24
H -2.1767 -0.1694 4.8772 0.42
H -2.4066 1.5838 4.8032 0.39

=====

[2]
75
Properties=species:S:1:pos:R:3:mulliken_charge:R:1 method="wB97M-V/def2-TZVPD" spin_multiplicity=7 de_lowest_kcal_mol=0.0 s_squared=12.017 energy_ha=-5378.86583 charge=+1 homo_lumo_gap_ev="6.678 / 7.117"
Eu 0.6942 -1.9408 0.9649 1.30
N -1.7100 -3.7027 4.4978 -0.03
C -2.4925 -2.5562 4.5217 0.57
C -3.6025 -2.1986 5.2707 -1.09
C -4.1341 -0.9476 5.0254 -0.49
C -3.6054 -0.1317 4.0354 -0.74
C -2.5150 -0.4870 3.2995 -0.56
C -1.9456 -1.7253 3.5475 0.40
N -0.8914 -2.3702 2.9310 0.00
C -0.7768 -3.5423 3.5382 0.40
C 0.2228 -4.5314 3.1475 -0.21
C 0.5436 -5.6954 3.7410 -0.38
S 1.8893 -6.4100 2.9457 -0.11
C 1.9158 -5.1156 1.8431 -0.16
N 0.9962 -4.2242 2.0591 0.12
H -1.8312 -4.4959 5.0957 0.20
H -3.9953 -2.8376 6.0410 0.41
H -4.9831 -0.6383 5.6151 0.40
H -3.9974 0.8540 3.8733 0.44
H -2.0719 0.1790 2.5716 0.35
H 0.0352 -6.1671 4.5717 0.37
H 2.6319 -5.0608 1.0465 0.34
C 1.3558 6.0096 0.7406 -2.11
C 1.2453 5.3848 -0.6629 1.86
C 0.0424 6.0134 -1.4175 -1.52
C 2.5317 5.7002 -1.4518 -1.55
C 1.0697 3.8649 -0.5919 -0.31
C 0.9480 3.1847 0.6039 -0.47
C 0.8087 1.8275 0.6262 -0.25
Br 0.7598 0.9980 2.3499 -0.22
C 0.6957 1.0256 -0.5207 1.08
O 0.4410 -0.2722 -0.4011 -0.30
C 0.8184 1.7160 -1.7508 -0.78
C 1.0214 3.0940 -1.7652 0.25
C 0.7568 0.9167 -3.0454 2.18
C 1.8814 -0.1372 -3.0777 -1.36
C -0.6136 0.2301 -3.1919 -1.69
C 0.9945 1.7814 -4.2921 -2.42
H 1.5066 7.0809 0.6532 0.44
H 2.1936 5.5941 1.3184 0.39
H 0.4252 5.9045 1.3037 0.38
H 0.1320 7.1021 -1.4885 0.44
H -0.8964 5.7509 -0.9113 0.34
H 0.0029 5.6097 -2.4282 0.33
H 2.6908 6.8021 -1.4792 0.43
H 2.4273 5.3371 -2.4714 0.34
H 3.4233 5.2251 -0.9889 0.33
H 1.0319 3.6977 1.5634 0.50
H 1.1023 3.6096 -2.7228 0.37
H 1.8096 -0.8001 -2.1883 -0.09
H 2.8710 0.3445 -3.0875 0.40
H 1.7565 -0.7550 -3.9675 0.48
H -0.7569 -0.4912 -2.3759 -0.10
H -0.6371 -0.2883 -4.1307 0.58
H -1.3975 0.9817 -3.1598 0.50
H 1.9730 2.2561 -4.2830 0.46
H 0.2173 2.5470 -4.4525 0.41
H 0.9093 1.1208 -5.1626 0.45
C 4.1189 -1.1825 1.5058 -0.82
O 2.7842 -1.6987 1.5936 -0.47
H 4.8587 -1.9641 1.3762 0.27
H 4.3387 -0.6030 2.4145 0.27
H 4.1782 -0.5215 0.6171 0.23
N -3.1604 -2.0144 -2.7399 -0.32
C -3.4663 -3.3288 -2.7120 0.65
N -4.2872 -3.7916 -3.6470 -0.36
N -3.0410 -4.1725 -1.7917 -0.70
C -2.0320 -3.6894 -1.1034 0.58
N -1.1503 -3.2624 -0.4683 -0.49
H -3.3842 -1.4482 -3.5413 0.24
H -2.4719 -1.6604 -2.0961 0.12
H -4.6986 -3.1457 -4.3098 0.20
H -4.5154 -4.7578 -3.6559 0.24
O 3.5493 -3.5013 -1.7561 -0.18
C 2.4605 -3.4792 -1.5615 0.23